(1)
Molecular formula: C2H14N2O3
Method: DFT, ωB97M-V with the def2-TZVPD basis set

Geometry as XYZ:
```
21
Properties=species:S:1:pos:R:3:lowdin_charge:R:1
N 1.05 -1.99 -0.93 -0.01
C 0.43 -0.67 -0.67 -0.29
C 1.39 0.38 -1.18 -0.29
N 1.15 1.71 -0.61 -0.01
H 1.59 -1.97 -1.79 0.05
H 0.34 -2.70 -1.03 0.06
H 0.28 -0.64 0.42 0.08
H -0.53 -0.66 -1.17 0.09
H 2.42 0.09 -0.94 0.11
H 1.48 0.37 -2.27 0.11
H 1.90 2.34 -0.86 0.07
H 0.31 2.13 -0.96 0.07
O 0.64 0.40 2.46 -0.05
H 1.02 0.81 3.23 0.05
H 1.26 0.48 1.72 0.02
O -2.46 -1.28 -0.27 -0.09
H -2.25 -0.50 0.29 0.00
H -3.32 -1.06 -0.64 0.04
O -1.76 1.25 0.76 -0.06
H -0.89 1.48 0.43 0.00
H -1.54 0.96 1.66 0.05
```

Its HOMO-LUMO gap is 9.70 eV. As for the LUMO energy: 0.71 eV. Its HOMO energy is -9.00 eV. As for the spin multiplicity: 1. Its total charge is 0.



(2)
Molecular formula: C2H14N2O3
Method: DFT, ωB97M-V with the def2-TZVPD basis set

Geometry as XYZ:
```
21
Properties=species:S:1:pos:R:3:lowdin_charge:R:1
C 1.30 0.55 0.51 -0.12
N 2.19 -0.61 0.46 -0.14
C 2.60 -1.18 -0.81 -0.32
N 2.00 -2.50 -1.09 -0.02
H 0.28 0.20 0.67 0.06
H 1.59 1.25 1.28 0.07
H 1.33 1.09 -0.44 0.07
H 2.88 -0.63 1.19 0.09
H 3.68 -1.31 -0.79 0.11
H 2.27 -0.54 -1.63 0.10
H 2.27 -3.11 -0.32 0.05
H 0.99 -2.40 -0.92 0.05
O -3.27 -1.34 -0.50 -0.05
H -3.30 -1.76 -1.37 0.05
H -2.33 -1.41 -0.29 0.04
O -1.60 3.52 -0.10 -0.08
H -2.13 2.90 0.44 -0.02
H -1.13 4.10 0.50 0.02
O -3.02 1.36 1.09 -0.05
H -3.56 1.01 1.80 0.05
H -3.04 0.80 0.30 0.03
```

Its HOMO-LUMO gap is 8.91 eV. As for the LUMO energy: 0.35 eV. Its HOMO energy is -8.56 eV. As for the spin multiplicity: 1. Its total charge is 0.



(3)
Molecular formula: C2H14N2O3
Method: DFT, ωB97M-V with the def2-TZVPD basis set

Geometry as XYZ:
```
21
Properties=species:S:1:pos:R:3:lowdin_charge:R:1
N -0.06 -1.25 1.64 -0.03
C 0.98 -1.34 0.62 -0.30
C 0.69 -0.46 -0.64 -0.26
N 2.07 -0.45 -1.23 -0.04
H -0.15 -0.30 1.92 0.05
H 0.18 -1.77 2.48 0.07
H 1.32 -2.43 0.24 0.16
H 1.76 -0.74 1.07 0.08
H -0.14 -0.91 -1.28 0.12
H 0.42 0.57 -0.27 0.06
H 2.27 -0.67 -2.18 0.05
H 2.39 0.55 -1.31 0.08
O 0.90 2.46 0.38 -0.06
H 0.20 2.28 1.00 0.02
H 1.68 2.89 0.82 0.08
O -2.40 2.06 -1.40 -0.06
H -1.52 1.87 -0.96 0.04
H -2.60 2.97 -1.50 0.00
O -2.94 -1.62 0.03 -0.08
H -2.79 -2.49 -0.14 -0.03
H -2.26 -1.22 0.70 0.06
```

Its HOMO-LUMO gap is 9.58 eV. As for the LUMO energy: 0.22 eV. Its HOMO energy is -9.36 eV. As for the spin multiplicity: 1. Its total charge is 0.



(4)
Molecular formula: C2H14NO3
Method: DFT, ωB97M-V with the def2-TZVPD basis set

Geometry as XYZ:
```
20
Properties=species:S:1:pos:R:3:lowdin_charge:R:1
C -2.80 0.21 0.57 -0.07
C -2.01 -0.94 1.16 -0.14
N -0.62 -1.04 0.45 0.16
H -3.52 0.48 1.38 0.11
H -3.43 -0.12 -0.24 0.08
H -2.24 1.10 0.34 0.08
H -2.44 -1.92 0.97 0.12
H -1.67 -0.97 2.19 0.12
H -0.83 -0.67 -0.49 0.09
H 0.29 -0.60 0.66 0.11
H -0.40 -2.01 0.19 0.17
H -0.76 -1.18 -2.58 0.05
H 0.50 -0.70 -3.18 0.07
O 0.06 -0.74 -2.32 -0.05
H 1.67 2.38 -0.59 0.04
H 2.40 3.52 -0.09 0.06
O 2.58 2.59 -0.29 -0.06
H 3.00 -0.48 1.26 0.07
H 2.21 0.51 0.39 0.02
O 2.14 -0.32 0.88 -0.04
```

Its HOMO-LUMO gap is 11.79 eV. As for the LUMO energy: -3.20 eV. Its HOMO energy is -14.99 eV. As for the spin multiplicity: 1. Its total charge is +1.



(5)
Molecular formula: C2H14NO3S2
Method: DFT, ωB97M-V with the def2-TZVPD basis set

Geometry as XYZ:
```
22
Properties=species:S:1:pos:R:3:lowdin_charge:R:1
N 0.39 0.10 -0.63 0.18
C -0.86 -0.37 0.07 -0.22
C -1.70 0.76 0.58 -0.47
S -1.18 1.19 2.30 0.42
S -2.67 1.06 3.62 0.36
H 1.17 -0.18 -0.04 0.15
H 0.43 1.11 -0.73 0.12
H 0.53 -0.46 -1.52 0.09
H -0.55 -1.02 0.87 0.11
H -1.38 -1.06 -0.60 0.13
H -1.61 1.71 0.06 0.07
H -2.78 0.62 0.51 0.09
H -3.19 2.29 3.59 -0.17
H 0.24 -2.30 -2.80 0.08
H 1.68 -1.88 -2.84 0.06
O 0.79 -1.50 -2.81 -0.04
H 3.17 -3.18 -0.82 0.07
H 1.79 -2.88 -0.34 0.05
O 2.47 -2.52 -0.93 -0.05
H 1.74 3.07 0.35 0.06
H 0.61 2.80 1.51 0.00
O 0.92 2.65 0.61 -0.07
```

Its HOMO-LUMO gap is 9.55 eV. As for the LUMO energy: -3.01 eV. Its HOMO energy is -12.56 eV. As for the spin multiplicity: 1. Its total charge is +1.



(6)
Molecular formula: C2H14NO4S
Method: DFT, ωB97M-V with the def2-TZVPD basis set

Geometry as XYZ:
```
22
Properties=species:S:1:pos:R:3:lowdin_charge:R:1
C -1.13 -0.18 1.43 -0.39
C -0.34 -1.46 1.21 -0.77
S -1.18 -2.50 0.01 0.23
N -0.77 0.83 0.39 -0.02
H -0.75 0.33 2.34 0.06
H -2.21 -0.25 1.56 0.08
H -0.19 -1.97 2.17 0.04
H 0.69 -1.19 0.94 0.04
H -1.54 1.43 0.10 0.06
H -0.47 0.33 -0.44 0.00
H 1.02 -1.48 -1.24 -0.05
H 1.26 -2.81 -0.60 -0.04
O 1.74 -2.13 -1.09 -0.15
H -0.91 0.33 -2.44 0.04
H 0.00 -0.89 -2.81 0.07
O -0.01 0.04 -2.49 -0.09
H 0.43 2.20 -3.06 0.00
H 0.49 2.36 -1.62 0.04
O 0.15 2.85 -2.41 -0.09
H 1.45 0.96 3.31 0.01
H 0.94 1.46 1.96 0.00
O 1.32 1.76 2.81 -0.08
```

Its HOMO-LUMO gap is 6.59 eV. As for the LUMO energy: 3.39 eV. Its HOMO energy is -3.20 eV. As for the spin multiplicity: 1. Its total charge is -1.



(7)
Molecular formula: C2H14O4S
Method: DFT, ωB97M-V with the def2-TZVPD basis set

Geometry as XYZ:
```
21
Properties=species:S:1:pos:R:3:lowdin_charge:R:1
C -0.77 -0.57 -1.59 -0.19
C 0.68 -0.59 -1.99 -0.58
S 1.41 1.08 -1.76 0.70
H -1.13 -1.59 -1.81 0.08
H -1.45 0.06 -2.18 0.07
H -0.89 -0.36 -0.54 0.03
H 1.25 -1.19 -1.29 0.02
H 0.90 -1.00 -2.97 0.06
H 0.38 1.87 -2.09 -0.17
O 1.17 -1.73 0.95 -0.05
H 1.04 -2.17 0.13 0.02
H 0.31 -1.62 1.34 0.02
O -1.55 2.13 -0.14 -0.06
H -0.78 2.68 -0.28 0.02
H -2.29 2.70 0.14 0.06
O -0.98 -0.15 2.02 -0.06
H -1.44 0.48 1.45 0.02
H -0.91 0.41 2.80 0.06
O 1.82 -0.08 2.93 -0.06
H 1.82 -0.93 2.50 -0.01
H 1.42 0.56 2.36 0.00
```

Its HOMO-LUMO gap is 9.28 eV. As for the LUMO energy: 0.16 eV. Its HOMO energy is -9.12 eV. As for the spin multiplicity: 1. Its total charge is 0.



(8)
Molecular formula: C2H14O4S
Method: DFT, ωB97M-V with the def2-TZVPD basis set

Geometry as XYZ:
```
21
Properties=species:S:1:pos:R:3:lowdin_charge:R:1
C -1.91 -0.91 0.04 -0.39
S -0.32 -1.79 0.21 0.75
C 0.67 -0.91 -1.00 -0.43
H -2.75 -1.60 0.04 0.03
H -1.85 -0.37 -0.90 0.03
H -2.02 -0.17 0.83 0.02
H 1.57 -1.50 -1.19 0.04
H 0.13 -0.92 -1.94 0.03
H 0.96 0.10 -0.76 0.01
O 0.30 1.45 1.55 -0.06
H 0.12 0.52 1.69 0.00
H 1.22 1.49 1.25 0.05
O -1.03 2.44 -0.77 -0.06
H -1.56 3.23 -0.60 0.06
H -0.47 2.27 0.00 0.01
O 1.93 -1.12 2.73 -0.09
H 1.71 -1.36 3.64 0.04
H 1.70 -1.93 2.25 0.01
O 0.39 1.72 -3.14 -0.08
H -0.16 2.11 -2.43 -0.01
H 1.26 2.12 -3.05 0.03
```

Its HOMO-LUMO gap is 9.21 eV. As for the LUMO energy: 0.52 eV. Its HOMO energy is -8.69 eV. As for the spin multiplicity: 1. Its total charge is 0.



(9)
Molecular formula: C2H14O5
Method: DFT, ωB97M-V with the def2-TZVPD basis set

Geometry as XYZ:
```
21
Properties=species:S:1:pos:R:3:lowdin_charge:R:1
C -0.06 -0.42 -2.73 -0.15
O 0.03 -1.70 -2.13 -0.14
H 0.17 -0.53 -3.78 0.07
H -1.05 0.04 -2.72 0.09
H 0.60 0.20 -2.13 0.07
H -0.57 -2.27 -2.61 0.08
C 2.09 2.78 0.91 -0.18
O 0.93 2.64 1.67 -0.12
H 2.76 1.95 1.12 0.08
H 1.84 2.87 -0.14 0.08
H 2.51 3.75 1.13 0.07
H 0.50 1.87 1.31 0.02
O -1.76 -1.28 2.84 -0.04
H -1.02 -1.84 3.09 0.05
H -2.15 -1.75 2.10 0.01
O -2.13 -1.75 -0.21 -0.06
H -1.77 -1.01 0.31 0.01
H -1.47 -2.44 -0.09 0.03
O 0.11 -0.04 0.51 -0.05
H 0.49 -0.83 0.11 0.04
H -0.05 -0.26 1.44 0.04
```

Its HOMO-LUMO gap is 10.23 eV. As for the LUMO energy: 0.21 eV. Its HOMO energy is -10.01 eV. As for the spin multiplicity: 1. Its total charge is 0.



(10)
Molecular formula: C2H14O5
Method: DFT, ωB97M-V with the def2-TZVPD basis set

Geometry as XYZ:
```
21
Properties=species:S:1:pos:R:3:lowdin_charge:R:1
C 0.39 -3.67 1.31 -0.16
O -0.42 -2.55 1.63 -0.12
H -0.26 -4.47 0.97 0.08
H 1.05 -3.44 0.46 0.07
H 1.03 -3.97 2.14 0.08
H 0.09 -2.01 2.24 0.08
C -3.08 2.56 0.01 -0.15
O -3.02 1.22 -0.48 -0.13
H -2.12 3.07 -0.13 0.08
H -3.88 3.12 -0.48 0.08
H -3.27 2.51 1.08 0.08
H -3.03 1.29 -1.44 0.07
O 0.22 -0.19 -0.82 -0.04
H 0.44 -0.96 -0.27 0.03
H -0.72 -0.06 -0.66 0.04
O 2.63 2.43 0.23 -0.07
H 3.58 2.46 0.31 0.03
H 2.48 1.92 -0.58 -0.02
O 2.75 0.55 -2.06 -0.06
H 3.26 -0.22 -1.82 0.05
H 1.89 0.42 -1.63 -0.01
```

Its HOMO-LUMO gap is 11.15 eV. As for the LUMO energy: 0.47 eV. Its HOMO energy is -10.68 eV. As for the spin multiplicity: 1. Its total charge is 0.



(11)
Molecular formula: C2H14O5
Method: DFT, ωB97M-V with the def2-TZVPD basis set

Geometry as XYZ:
```
21
Properties=species:S:1:pos:R:3:lowdin_charge:R:1
C -0.81 1.20 -2.54 -0.06
C -0.03 1.65 -3.66 -0.03
H -1.14 1.89 -1.77 0.05
H -0.73 0.12 -2.25 0.04
H 0.01 2.73 -3.94 0.05
H 0.55 1.02 -4.31 0.03
O 1.95 0.64 1.73 -0.06
H 2.84 0.46 2.14 0.10
H 1.85 0.34 0.81 0.01
O 1.21 -0.18 -0.79 -0.05
H 0.55 -0.90 -0.73 -0.01
H 0.81 0.46 -1.31 -0.05
O -0.21 0.76 2.91 -0.09
H -0.34 1.71 3.19 0.08
H 0.67 0.82 2.58 -0.08
O -1.79 -1.52 1.84 -0.04
H -1.22 -0.88 2.27 0.01
H -2.60 -1.03 1.81 0.04
O -0.54 -2.07 -0.77 -0.04
H -0.27 -2.97 -0.75 0.06
H -0.91 -1.83 0.12 0.05
```

Its HOMO-LUMO gap is 10.69 eV. As for the LUMO energy: 0.73 eV. Its HOMO energy is -9.96 eV. As for the spin multiplicity: 1. Its total charge is 0.



(12)
Molecular formula: C2H14O5
Method: DFT, ωB97M-V with the def2-TZVPD basis set

Geometry as XYZ:
```
21
Properties=species:S:1:pos:R:3:lowdin_charge:R:1
C -0.80 -0.36 0.91 -0.21
O -0.89 -1.71 0.75 0.20
C -2.07 0.41 0.64 0.01
H 0.04 -0.04 0.27 0.13
H -0.46 -0.24 1.99 0.24
H -1.82 -2.03 0.89 0.20
H -2.75 0.50 1.47 0.10
H -2.55 -0.08 -0.21 0.11
H -1.78 1.43 0.36 0.11
H 1.06 -2.17 -0.01 0.01
H 2.45 -2.43 -0.65 0.07
O 1.95 -1.83 -0.09 -0.03
H 2.13 1.04 -0.79 0.02
H 0.87 0.91 -1.57 -0.01
O 1.71 1.36 -1.60 -0.04
H 1.84 -0.49 1.56 0.00
H 2.94 0.48 1.91 0.08
O 1.97 0.44 1.79 -0.05
H -0.92 1.39 -3.20 0.06
H -1.43 2.13 -1.98 0.04
O -1.50 1.29 -2.44 -0.05
```

Its HOMO-LUMO gap (spin up / spin down) is 10.62 / 4.17 eV. As for the LUMO energy (spin up / spin down): -3.83 / -10.27 eV. Its HOMO energy (spin up / spin down) is -14.45 / -14.44 eV. As for the spin multiplicity: 2. Its total charge is +1.



Relative energy (zero: lowest compared OMol25 entry of this formula, charge and spin)? In order: 0.777, 1.118, 2.395, 1.206, 0.389, 0.752, 0.938, 0.436, 1.601, 1.389, 1.468, 1.207 eV.